Entry 1:
Below is C3H4NS as an isolated structure, with properties calculated with the ωB97M-V functional and the def2-TZVPD basis.

Properties
**Frontier orbital gap (alpha / beta)**: 8.521 / 6.911 eV
**Total charge**: +1
**Relative energy (zero: lowest compared OMol25 entry of this formula, charge and spin)**: 3.162 eV
**HOMO energy (alpha / beta)**: -13.6696 / -15.5141 eV
**E_LUMO (alpha / beta)**: -5.15 / -8.60 eV
**Multiplicity**: 3
**Expectation value of S²**: 2.02

CARTESIAN COORDINATES (ANGSTROEM)
1 C -1.518 -0.605 -0.785
2 C -2.276 -1.411 -0.211
3 C 0.026 -0.624 1.060
4 N -0.368 0.001 -0.964
5 S -1.049 -1.953 0.982
6 H 1.111 -0.873 1.375
7 H -0.246 0.384 1.357
8 H 0.218 -0.204 -1.760
9 H -0.266 0.928 -0.724

Results of the Löwdin charge analysis, in e, for atoms 1 through 2: number 1, C, carries -0.224; number 2, C, carries -0.180


Entry 2:
Below is the molecule C2H3NO, with properties calculated with the ωB97M-V functional and the def2-TZVPD basis.

Properties
**Frontier orbital gap (alpha / beta)**: 9.424 / 9.424 eV
**Relative energy (zero: lowest compared OMol25 entry of this formula, charge and spin)**: 2.548 eV
**HOMO energy (alpha / beta)**: -10.4392 / -10.4399 eV
**E_LUMO (alpha / beta)**: -1.02 / -1.02 eV

CARTESIAN COORDINATES (ANGSTROEM)
1 H 1.870 0.596 -0.896
2 N 1.259 -0.021 -0.463
3 C 0.054 0.430 -0.181
4 C -0.636 -0.584 0.475
5 O -2.020 -0.436 0.416
6 H -0.350 1.450 -0.477
7 H -0.177 -1.436 1.126

Results of the Löwdin charge analysis, in e, for atoms 1 through 2: number 1, H, carries 0.019; number 2, N, carries 0.128


Entry 3:
Below is a 9-piece molecular cluster, C24H72N6O9 overall, with properties calculated with the ωB97M-V functional and the def2-TZVPD basis.

Properties
**Frontier orbital gap (alpha / beta)**: 8.359 / 2.704 eV
**Total charge**: +1
**Relative energy (zero: lowest compared OMol25 entry of this formula, charge and spin)**: 0.725 eV
**HOMO energy (alpha / beta)**: -10.9241 / -10.9239 eV
**E_LUMO (alpha / beta)**: -2.57 / -8.22 eV
**Multiplicity**: 2
**Expectation value of S²**: 0.76

CARTESIAN COORDINATES (ANGSTROEM)
1 C 15.994 -17.273 14.997
2 C 15.356 -18.659 15.177
3 C 16.193 -19.835 14.689
4 O 16.660 -19.675 13.352
5 C 15.624 -19.735 12.425
6 N 15.139 -18.760 16.583
7 H 17.009 -17.148 15.372
8 H 15.368 -16.462 15.372
9 H 16.063 -17.043 13.934
10 H 14.428 -18.672 14.605
11 H 15.570 -20.723 14.793
12 H 17.113 -19.950 15.262
13 H 14.971 -20.605 12.489
14 H 16.253 -19.879 11.546
15 H 15.085 -18.788 12.419
16 H 14.616 -17.923 16.797
17 H 14.450 -19.497 16.636
18 C 15.945 -14.565 18.019
19 C 15.646 -13.073 18.411
20 C 14.151 -12.663 18.116
21 O 13.854 -12.745 16.720
22 C 14.361 -11.739 15.850
23 N 15.867 -13.057 19.810
24 H 15.635 -14.841 17.011
25 H 15.382 -15.124 18.766
26 H 17.007 -14.753 18.172
27 H 16.285 -12.359 17.893
28 H 13.941 -11.647 18.450
29 H 13.479 -13.309 18.680
30 H 14.044 -11.955 14.830
31 H 15.440 -11.603 15.777
32 H 13.885 -10.784 16.073
33 H 15.106 -13.505 20.300
34 H 15.925 -12.136 20.220
35 C 8.838 -13.459 16.120
36 C 9.945 -13.714 15.092
37 C 10.348 -12.475 14.251
38 O 11.395 -12.809 13.383
39 C 12.006 -11.633 12.776
40 N 11.045 -14.256 15.842
41 H 8.624 -14.189 16.900
42 H 7.913 -13.275 15.575
43 H 9.040 -12.503 16.602
44 H 9.596 -14.474 14.393
45 H 10.619 -11.754 15.022
46 H 9.451 -12.042 13.809
47 H 12.551 -12.031 11.920
48 H 12.605 -10.962 13.391
49 H 11.271 -10.971 12.318
50 H 11.401 -13.555 16.476
51 H 11.784 -14.498 15.197
52 C 17.955 -11.733 10.346
53 C 16.659 -11.695 11.296
54 C 16.293 -12.833 12.258
55 O 16.982 -12.787 13.521
56 C 16.756 -13.908 14.284
57 N 16.722 -10.392 12.052
58 H 17.949 -12.579 9.658
59 H 18.921 -11.821 10.842
60 H 18.104 -10.844 9.733
61 H 15.895 -11.636 10.521
62 H 16.486 -13.793 11.780
63 H 15.220 -12.698 12.393
64 H 15.705 -14.076 14.519
65 H 17.217 -13.736 15.257
66 H 17.252 -14.821 13.953
67 H 16.848 -9.616 11.418
68 H 15.775 -10.263 12.379
69 C 11.521 -16.790 13.590
70 C 12.885 -16.156 13.208
71 C 13.084 -16.050 11.649
72 O 14.188 -15.257 11.266
73 C 14.201 -14.940 9.868
74 N 12.985 -14.797 13.786
75 H 11.392 -17.843 13.339
76 H 10.655 -16.240 13.221
77 H 11.381 -16.692 14.666
78 H 13.687 -16.788 13.589
79 H 12.180 -15.695 11.154
80 H 13.260 -17.064 11.292
81 H 15.173 -14.550 9.563
82 H 13.331 -14.304 9.705
83 H 14.100 -15.854 9.283
84 H 12.175 -14.299 13.448
85 H 13.842 -14.415 13.413
86 C 12.704 -22.281 14.041
87 C 11.309 -22.178 14.792
88 C 10.888 -20.717 14.935
89 O 11.877 -20.102 15.733
90 C 11.517 -19.080 16.583
91 N 10.277 -22.954 14.070
92 H 12.624 -21.985 12.995
93 H 13.330 -23.122 14.338
94 H 13.346 -21.502 14.454
95 H 11.462 -22.538 15.809
96 H 9.946 -20.669 15.483
97 H 10.615 -20.142 14.051
98 H 10.635 -19.336 17.169
99 H 11.173 -18.323 15.877
100 H 12.373 -18.770 17.182
101 H 9.404 -22.715 14.519
102 H 10.369 -23.923 14.338
103 O 13.337 -16.047 16.819
104 H 13.804 -15.568 16.134
105 H 12.506 -15.581 16.913
106 O 10.240 -16.302 17.532
107 H 10.438 -15.534 16.996
108 H 9.322 -16.496 17.342
109 O 13.081 -16.000 19.804
110 H 12.527 -16.766 19.955
111 H 13.376 -16.092 18.898

Results of the Löwdin charge analysis, in e, for atoms 1 through 2: number 1, C, carries -0.054; number 2, C, carries -0.455


Entry 4:
Below is C16H23CdF4N2O4S3Se as an isolated structure, with properties calculated with the ωB97M-V functional and the def2-TZVPD basis.

Properties
**Frontier orbital gap**: 7.241 eV
**Total charge**: -1
**Relative energy (zero: lowest compared OMol25 entry of this formula, charge and spin)**: 0.108 eV
**HOMO energy**: -4.9185 eV
**E_LUMO**: 2.32 eV

CARTESIAN COORDINATES (ANGSTROEM)
1 Cd 0.863 0.857 0.629
2 C -0.849 3.612 1.765
3 N -0.255 2.410 2.328
4 C 0.571 2.747 3.485
5 C -1.260 1.412 2.676
6 C -2.077 0.935 1.461
7 N -1.262 0.881 0.252
8 C -1.855 1.050 -0.943
9 C -1.094 1.451 -2.065
10 F 0.239 1.641 -1.896
11 C -1.624 1.633 -3.315
12 F -0.799 2.023 -4.309
13 C -2.970 1.441 -3.581
14 C -3.735 1.019 -2.515
15 F -5.047 0.759 -2.705
16 C -3.213 0.817 -1.253
17 F -4.037 0.279 -0.317
18 H -1.504 4.118 2.494
19 H -1.430 3.370 0.876
20 H -0.054 4.302 1.479
21 H -0.025 3.250 4.264
22 H 1.385 3.403 3.174
23 H 1.020 1.844 3.893
24 H -1.957 1.804 3.434
25 H -0.723 0.570 3.122
26 H -2.925 1.609 1.315
27 H -2.499 -0.041 1.724
28 H -3.393 1.594 -4.562
29 C 2.327 -2.696 0.993
30 C 3.029 -2.450 -0.351
31 S 2.630 -0.891 -1.193
32 C 2.040 -1.505 -2.789
33 C 0.835 -2.441 -2.809
34 S -0.635 -1.697 -2.066
35 C -1.199 -2.984 -0.925
36 C -0.183 -3.528 0.075
37 S 0.577 -2.263 1.126
38 H 2.800 -2.083 1.757
39 H 2.437 -3.747 1.270
40 H 2.830 -3.259 -1.054
41 H 4.100 -2.415 -0.153
42 H 2.883 -1.994 -3.283
43 H 1.814 -0.596 -3.352
44 H 1.058 -3.373 -2.292
45 H 0.607 -2.695 -3.846
46 H -1.621 -3.813 -1.496
47 H -2.024 -2.496 -0.399
48 H 0.616 -4.068 -0.434
49 H -0.695 -4.246 0.719
50 O 1.946 0.040 2.393
51 Se 3.328 0.898 1.950
52 O 3.885 1.778 3.187
53 O 2.722 1.895 0.732
54 O 4.396 -0.160 1.328

Results of the Löwdin charge analysis, in e, for atoms 1 through 2: number 1, Cd, carries 1.371; number 2, C, carries -0.097


Entry 5:
Below is C19H68B3F3HgN2O9S as an isolated structure, with properties calculated with the ωB97M-V functional and the def2-TZVPD basis.

Properties
**Frontier orbital gap**: 9.514 eV
**HOMO energy**: -9.7742 eV
**E_LUMO**: -0.26 eV

CARTESIAN COORDINATES (ANGSTROEM)
1 Hg -5.756 -27.614 18.156
2 N -1.538 -27.051 17.537
3 H -0.678 -27.416 17.136
4 H -1.529 -27.338 18.512
5 H -2.355 -27.589 17.149
6 H -1.569 -26.012 17.434
7 N -5.980 -24.649 21.346
8 H -6.066 -23.691 21.666
9 H -5.436 -24.605 20.469
10 H -6.847 -25.156 21.120
11 H -5.485 -25.330 21.946
12 B -7.538 -26.894 19.597
13 H -7.671 -26.313 18.610
14 H -8.218 -26.448 20.406
15 H -7.772 -28.014 19.447
16 H -6.430 -26.771 19.847
17 B -3.860 -28.613 16.797
18 H -3.651 -28.769 17.914
19 H -4.112 -27.513 16.577
20 H -2.945 -29.002 16.226
21 H -4.769 -29.232 16.474
22 B -4.676 -25.181 18.314
23 H -4.136 -26.169 18.110
24 H -4.314 -24.401 17.561
25 H -5.799 -25.386 18.190
26 H -4.447 -24.837 19.389
27 C -3.500 -29.238 22.379
28 F -3.139 -28.822 23.588
29 F -2.489 -29.970 21.901
30 F -4.579 -29.969 22.380
31 S -3.726 -27.740 21.222
32 O -4.379 -26.705 22.015
33 O -2.388 -27.379 20.769
34 O -4.609 -28.190 20.122
35 C -7.174 -32.217 18.180
36 C -7.096 -30.814 18.844
37 C -6.495 -30.966 20.236
38 O -6.080 -30.074 18.098
39 H -7.762 -32.920 18.769
40 H -6.184 -32.637 17.999
41 H -7.609 -32.158 17.180
42 H -8.054 -30.305 18.866
43 H -5.543 -31.493 20.219
44 H -7.181 -31.420 20.956
45 H -6.279 -29.991 20.673
46 H -5.377 -30.681 17.799
47 C -0.026 -24.341 18.926
48 C -0.460 -23.595 17.639
49 C 0.683 -23.402 16.637
50 O -1.479 -24.372 17.027
51 H 0.416 -25.278 18.583
52 H -0.906 -24.600 19.518
53 H 0.594 -23.713 19.566
54 H -0.829 -22.664 18.082
55 H 0.841 -24.301 16.044
56 H 1.626 -23.064 17.066
57 H 0.372 -22.580 15.989
58 H -2.337 -24.059 17.359
59 C -3.167 -33.018 19.098
60 C -3.014 -31.561 18.670
61 C -1.564 -31.219 18.540
62 O -3.582 -31.471 17.343
63 H -4.197 -33.302 19.334
64 H -2.574 -33.235 19.988
65 H -2.888 -33.771 18.359
66 H -3.497 -30.900 19.390
67 H -1.007 -31.235 19.482
68 H -1.463 -30.172 18.227
69 H -0.904 -31.738 17.843
70 H -3.498 -30.571 16.975
71 C -4.102 -32.873 24.355
72 C -3.182 -33.596 23.368
73 C -1.692 -33.293 23.659
74 O -3.263 -35.025 23.380
75 H -3.781 -33.241 25.338
76 H -5.135 -33.229 24.370
77 H -4.038 -31.789 24.340
78 H -3.458 -33.290 22.353
79 H -1.546 -32.211 23.634
80 H -1.146 -33.788 22.861
81 H -1.487 -33.569 24.692
82 H -4.155 -35.227 23.077
83 C 0.381 -27.985 22.406
84 C 1.045 -28.348 21.082
85 C 1.561 -29.786 21.048
86 O 0.091 -28.224 19.992
87 H 1.079 -27.688 23.190
88 H -0.346 -28.745 22.692
89 H -0.245 -27.086 22.377
90 H 1.871 -27.694 20.799
91 H 0.868 -30.593 20.795
92 H 2.079 -30.046 21.972
93 H 2.218 -29.956 20.189
94 H -0.774 -28.040 20.407
95 C -1.820 -25.567 25.155
96 C -2.499 -24.404 24.435
97 C -1.799 -23.909 23.147
98 O -3.877 -24.691 24.281
99 H -0.735 -25.478 25.068
100 H -2.019 -26.527 24.662
101 H -2.231 -25.718 26.151
102 H -2.429 -23.548 25.109
103 H -1.243 -24.626 22.534
104 H -1.007 -23.238 23.485
105 H -2.465 -23.464 22.408
106 H -3.956 -25.478 23.732

Results of the Löwdin charge analysis, in e, for atoms 1 through 2: number 1, Hg, carries 1.137; number 2, N, carries 0.292


Number 1: molecular weight 86.1 g/mol. Number 2: molecular weight 57.1 g/mol. Number 3: molecular weight 588.9 g/mol. Number 4: molecular weight 670.9 g/mol. Number 5: molecular weight 790.8 g/mol.